ORCA calculation (wB97M-V/def2-TZVPD) on a molecular structure, C12H37N2O14S at a distorted geometry.

```
66
Properties=species:S:1:pos:R:3:forces:R:3
C 18.308 38.248 6.222 -0.7 0.4 1.1
C 17.476 37.011 6.198 5.1 3.3 -2.2
O 17.535 36.222 7.185 -3.0 2.6 -2.0
O 16.984 36.695 5.072 0.1 2.1 4.1
H 19.240 38.144 5.665 -1.1 0.0 0.4
H 18.605 38.441 7.253 -0.9 0.6 -0.8
H 17.690 38.997 5.727 0.7 0.2 0.7
C 20.270 35.869 6.036 -2.0 -1.1 1.5
O 19.597 35.577 7.276 5.9 -0.3 0.8
H 20.341 36.923 5.769 -0.9 -0.9 0.7
H 21.313 35.561 5.959 -0.7 -0.9 1.2
H 19.610 35.361 5.334 0.8 0.1 -0.9
H 18.720 35.955 7.377 1.4 -0.2 0.3
C 14.726 35.989 4.904 0.7 -0.2 1.8
O 15.326 36.200 6.189 -5.9 -1.4 2.1
H 15.019 36.867 4.329 -0.9 -0.6 -0.7
H 15.090 35.048 4.493 0.4 0.1 -0.5
H 13.661 35.807 5.049 -0.1 0.7 0.0
H 16.234 36.497 6.094 -5.5 -2.1 -0.1
C 19.167 37.862 3.334 -2.1 -1.1 0.3
O 18.232 36.774 3.514 4.7 0.9 -5.4
H 19.639 38.062 4.297 0.1 -0.1 -0.8
H 19.979 37.640 2.641 -1.6 0.0 -0.4
H 18.570 38.763 3.195 0.6 0.2 -0.9
H 17.899 36.899 4.405 1.0 0.2 -1.5
C 17.356 38.505 9.131 -1.8 -0.5 1.4
O 16.902 37.207 8.901 -0.9 2.0 3.6
H 18.405 38.583 9.416 -0.1 -0.3 -0.5
H 17.011 39.117 8.298 0.5 0.7 0.1
H 16.786 38.811 10.009 0.1 0.7 0.3
H 17.155 37.032 7.992 -0.7 0.1 2.0
C 17.054 33.768 6.643 0.3 -0.6 -0.1
O 17.806 34.608 5.836 -0.2 -4.0 -2.7
H 16.010 33.672 6.342 -0.3 0.0 -0.3
H 17.510 32.780 6.586 0.0 -0.2 0.5
H 17.024 34.185 7.650 0.1 -0.6 0.4
H 17.630 35.474 6.211 0.3 -3.9 -1.3
O 22.839 38.847 9.746 -3.0 0.2 0.2
S 21.363 38.799 9.765 0.3 0.8 0.5
O 20.661 38.125 10.886 1.4 1.7 -2.7
O 20.837 40.398 9.577 2.2 -1.5 1.0
C 19.457 40.633 9.600 -1.3 0.2 0.1
C 19.186 42.119 9.796 0.8 -0.2 0.2
C 20.855 38.236 8.143 0.7 -1.3 1.2
H 18.984 39.999 10.350 0.1 0.4 0.3
H 19.043 40.322 8.641 -0.1 0.1 -0.2
H 19.602 42.493 10.731 0.0 -0.2 0.2
H 18.120 42.350 9.794 0.1 -0.1 -0.3
H 19.733 42.638 9.009 -0.4 0.3 -0.1
H 21.221 37.212 8.224 0.0 -0.3 -0.5
H 21.391 38.750 7.345 -0.2 0.4 1.1
H 19.789 38.109 7.954 0.9 0.3 0.8
C 22.033 38.164 5.446 -0.9 -1.3 -0.8
N 21.751 37.383 4.211 2.1 0.3 -3.5
O 21.797 36.158 4.284 0.8 1.9 -1.7
O 21.504 38.017 3.160 3.0 -0.8 2.2
H 22.447 37.372 6.070 0.4 0.9 0.4
H 20.972 38.236 5.683 0.7 1.3 0.7
H 22.535 39.123 5.320 0.0 -0.4 -0.3
C 15.896 38.878 3.694 -0.7 1.9 0.2
N 16.651 40.197 3.715 0.6 0.3 -0.4
O 16.257 41.114 3.015 0.1 -0.6 0.4
O 17.648 40.263 4.435 -1.2 0.8 -1.0
H 14.890 39.191 3.414 0.0 -0.2 0.1
H 15.935 38.572 4.740 0.0 -0.4 -0.6
H 16.292 38.210 2.929 0.5 0.0 0.5
```
Forces are in eV/Å.

As for the charge: -1. As for the spin multiplicity: 1. The highest occupied orbital energy is -5.52 eV. The calculation puts the lowest unoccupied orbital energy at 2.060 eV. The calculation puts the total energy at -2039.7047 Eh.